Entry i
Entry from the OMol25 dataset: a structure of composition C6H15NO2 (ωB97M-V with the def2-TZVPD basis set).

As for the HOMO energy: -8.47 eV.

CARTESIAN COORDINATES (ANGSTROEM)
1 O -0.194 -0.033 1.809
2 O 0.966 1.019 0.185
3 C 0.501 0.895 1.456
4 C 0.961 2.034 2.315
5 H 0.612 0.227 -0.303
6 H 0.576 1.918 3.342
7 H 0.597 2.993 1.909
8 H 2.063 2.064 2.354
9 N 0.210 -0.626 -0.565
10 C 0.868 -1.768 0.054
11 C 0.557 -0.582 -1.980
12 C -1.994 0.508 -0.828
13 C -1.236 -0.734 -0.376
14 H 0.551 -2.724 -0.395
15 H 1.960 -1.669 -0.062
16 H 0.629 -1.790 1.131
17 H 0.183 -1.467 -2.522
18 H 0.133 0.322 -2.450
19 H 1.655 -0.547 -2.078
20 H -1.557 1.404 -0.356
21 H -3.050 0.427 -0.520
22 H -1.956 0.634 -1.924
23 H -1.407 -0.882 0.708
24 H -1.629 -1.625 -0.904

Atomic partial charges in e from the Löwdin method, atoms 1 to 5:
1 O 0.007
2 O 0.047
3 C -0.542
4 C 0.000
5 H -0.300

Entry ii
Entry from the OMol25 dataset: a cluster of 2 separate species, C6H15NO2 in total (ωB97M-V with the def2-TZVPD basis set).

As for the HOMO energy: -9.36 eV. Its SMILES is CCC(N)=O.CC(C)O.

CARTESIAN COORDINATES (ANGSTROEM)
1 C 3.091 0.724 1.105
2 C 1.719 1.167 1.684
3 C 0.647 0.176 1.334
4 N 0.916 -1.174 1.622
5 O -0.400 0.490 0.821
6 H 3.261 -0.271 0.737
7 H 3.775 0.603 2.010
8 H 3.561 1.446 0.461
9 H 1.676 1.523 2.737
10 H 1.380 2.169 1.295
11 H 0.397 -1.876 1.136
12 H 1.675 -1.412 2.229
13 C -0.682 -0.113 -2.114
14 C -2.126 -0.390 -1.765
15 C -2.318 -0.953 -0.382
16 O -2.981 0.751 -1.947
17 H -0.331 -0.993 -2.681
18 H 0.014 0.111 -1.296
19 H -0.674 0.767 -2.776
20 H -2.732 -0.982 -2.508
21 H -2.146 -0.210 0.397
22 H -3.355 -1.212 -0.055
23 H -1.856 -1.921 -0.191
24 H -2.512 1.583 -1.850

Atomic partial charges in e from the Löwdin method, atoms 1 to 5:
1 C -0.098
2 C -0.160
3 C -0.521
4 N 0.162
5 O 0.018

Entry iii
Entry from the OMol25 dataset: a cluster of 2 separate species, C6H15NO2 in total (ωB97M-V with the def2-TZVPD basis set).

As for the HOMO energy: -9.06 eV. Its SMILES is CCN[C@@H](C=O)CC.O.

CARTESIAN COORDINATES (ANGSTROEM)
1 C 2.758 -0.399 0.862
2 C 1.320 -0.900 0.870
3 N 0.357 -0.396 -0.076
4 C -0.160 0.964 0.070
5 C 0.404 1.822 -1.044
6 O 1.063 2.816 -0.841
7 C -1.698 0.989 -0.211
8 C -2.171 0.240 -1.435
9 H 2.896 0.575 1.359
10 H 3.366 -1.037 1.508
11 H 3.392 -0.154 0.002
12 H 1.471 -1.971 0.668
13 H 1.021 -0.910 1.918
14 H 0.698 -0.555 -1.014
15 H 0.022 1.425 1.035
16 H 0.232 1.569 -2.105
17 H -1.976 2.048 -0.209
18 H -2.170 0.641 0.716
19 H -1.558 -0.600 -1.772
20 H -3.091 -0.312 -1.230
21 H -2.428 0.867 -2.288
22 O -1.386 -2.556 1.251
23 H -0.619 -2.500 0.676
24 H -1.740 -1.664 1.293

Atomic partial charges in e from the Löwdin method, atoms 1 to 5:
1 C -0.108
2 C -0.293
3 N -0.042
4 C -0.301
5 C -0.230

Tell me which of them is the least stable. Sure, it is entry i.

Entry i
Entry from the OMol25 dataset: a cluster of 2 separate species, C6H15NO2 in total (ωB97M-V with the def2-TZVPD basis set).

As for the HOMO energy: -8.48 eV. Its SMILES is CNC(C)(C)O.CC=O.

CARTESIAN COORDINATES (ANGSTROEM)
1 C 1.740 0.261 2.568
2 N 0.377 0.023 2.152
3 C 0.145 -0.421 0.788
4 C 1.025 0.293 -0.263
5 C 0.365 -1.936 0.702
6 O -1.213 -0.112 0.556
7 H 2.231 1.108 2.067
8 H 1.735 0.456 3.639
9 H 2.332 -0.636 2.391
10 H -0.199 0.839 2.321
11 H 2.071 0.042 -0.129
12 H 0.719 -0.017 -1.258
13 H 0.904 1.372 -0.178
14 H 1.399 -2.187 0.918
15 H -0.274 -2.427 1.430
16 H 0.117 -2.291 -0.296
17 H -1.506 -0.626 -0.214
18 C -1.792 1.477 -2.189
19 C -1.584 0.122 -2.771
20 O -1.619 -0.916 -2.165
21 H -0.994 2.135 -2.517
22 H -2.729 1.877 -2.579
23 H -1.837 1.439 -1.101
24 H -1.412 0.125 -3.873

Atomic partial charges in e from the Löwdin method, atoms 1 to 5:
1 C -0.132
2 N -0.053
3 C -0.658
4 C -0.023
5 C -0.014

Entry ii
Entry from the OMol25 dataset: a structure of composition C6H15NO2 (ωB97M-V with the def2-TZVPD basis set).

As for the HOMO energy (spin up / spin down): -7.78 / -6.88 eV.

CARTESIAN COORDINATES (ANGSTROEM)
1 C 0.756 0.217 -1.527
2 C -1.723 0.258 -1.005
3 C -0.350 0.761 -0.584
4 N 2.035 0.695 -1.049
5 C -0.203 2.124 -0.316
6 O 0.683 -1.173 -1.666
7 H 0.634 -1.570 -0.745
8 H 0.578 0.632 -2.527
9 H 2.142 0.483 -0.063
10 H 2.787 0.258 -1.570
11 H -2.506 0.706 -0.396
12 H -1.762 -0.826 -0.930
13 H -1.912 0.519 -2.045
14 H 0.561 2.726 -0.776
15 H -0.819 2.626 0.415
16 C 0.805 -1.912 1.185
17 C -0.929 0.024 1.957
18 O 0.061 -0.138 0.956
19 H -1.751 -0.683 1.802
20 H 1.260 -1.720 2.155
21 H -0.114 -2.497 1.235
22 H 1.573 -2.438 0.629
23 H -1.342 1.031 1.930
24 H -0.465 -0.105 2.936

Atomic partial charges in e from the Löwdin method, atoms 1 to 5:
1 C -0.448
2 C -0.038
3 C -0.402
4 N 0.074
5 C 0.057

Tell me which of them is the least stable. Sure, it is entry ii.

Entry i
Entry from the OMol25 dataset: the molecule C4H12N4O (ωB97M-V with the def2-TZVPD basis set).

As for the HOMO energy: -7.29 eV.

CARTESIAN COORDINATES (ANGSTROEM)
1 C -1.742 1.083 -0.010
2 C -0.546 0.263 -0.459
3 N 1.400 0.879 -1.760
4 C 0.683 1.094 -0.664
5 O -0.843 -0.520 -1.574
6 H -0.583 -1.450 -1.211
7 H 2.176 1.464 -2.019
8 H 1.073 0.124 -2.355
9 H 0.817 2.043 -0.161
10 H -2.581 0.415 0.193
11 H -1.525 1.664 0.890
12 H -2.059 1.768 -0.800
13 C 0.128 -0.862 0.699
14 N -0.664 -0.980 1.898
15 N 1.364 -0.043 0.989
16 N 0.362 -2.056 0.066
17 H -1.648 -0.823 1.724
18 H -0.543 -1.924 2.249
19 H 1.269 0.458 1.868
20 H 2.219 -0.584 0.885
21 H 1.242 -2.013 -0.448

Atomic partial charges in e from the Löwdin method, atoms 1 to 5:
1 C -0.034
2 C -0.493
3 N 0.160
4 C -0.078
5 O -0.075

Entry ii
Entry from the OMol25 dataset: a cluster of 2 separate species, C4H12N4O in total (ωB97M-V with the def2-TZVPD basis set).

As for the HOMO energy: -8.74 eV. Its SMILES is [H]/N=C(\N)NC.CC(N)=O.

CARTESIAN COORDINATES (ANGSTROEM)
1 H 2.035 -0.493 -2.481
2 N 1.757 0.123 -1.720
3 C 0.572 -0.168 -1.309
4 N -0.212 -1.145 -1.855
5 N -0.191 0.849 -0.613
6 C -1.567 1.189 -0.933
7 H -0.896 -1.471 -1.177
8 H 0.317 -1.908 -2.254
9 H 0.395 1.680 -0.574
10 H -1.669 1.445 -1.991
11 H -2.214 0.345 -0.681
12 H -1.885 2.047 -0.335
13 C 0.738 0.670 2.234
14 C -0.236 -0.256 1.544
15 N 0.382 -1.420 0.974
16 O -1.427 -0.331 1.864
17 H 0.346 1.688 2.178
18 H 1.716 0.639 1.745
19 H 0.868 0.359 3.273
20 H -0.201 -2.249 1.018
21 H 1.373 -1.593 1.094

Atomic partial charges in e from the Löwdin method, atoms 1 to 5:
1 H 0.032
2 N 0.097
3 C -0.580
4 N 0.119
5 N -0.060

Tell me which of them is the least stable. Sure, it is entry i.

Entry i
Entry from the OMol25 dataset: a structure of composition C5H10N2O3S (ωB97M-V with the def2-TZVPD basis set).

As for the HOMO energy: -9.66 eV.

CARTESIAN COORDINATES (ANGSTROEM)
1 C 0.078 2.225 -0.148
2 C -0.623 -0.280 0.105
3 C 0.163 -1.224 0.942
4 C 1.711 -0.900 0.992
5 C -2.061 -0.644 -0.208
6 H 1.350 1.048 -1.306
7 H 1.591 2.820 -1.084
8 H -1.499 1.581 1.009
9 H -0.233 -0.367 -0.975
10 H -0.356 -1.486 1.863
11 H 0.250 -2.269 0.306
12 H 1.797 0.230 1.154
13 H 2.182 -1.549 1.831
14 H 1.253 -1.520 -1.522
15 H -3.160 -1.441 -1.208
16 N 0.891 1.895 -1.224
17 N -0.574 1.168 0.509
18 O -0.035 3.405 0.326
19 O -2.229 -1.573 -1.030
20 O -3.110 -0.146 0.158
21 S 2.614 -0.974 -0.490

Atomic partial charges in e from the Löwdin method, atoms 1 to 5:
1 C -0.585
2 C -0.285
3 C -0.205
4 C -0.661
5 C -0.555

Entry ii
Entry from the OMol25 dataset: a cluster of 2 separate species, C5H10N2O3S in total (ωB97M-V with the def2-TZVPD basis set).

As for the HOMO energy: -8.02 eV.

CARTESIAN COORDINATES (ANGSTROEM)
1 C -1.919 -0.240 1.116
2 C -1.571 1.063 1.011
3 C -0.324 -0.093 -0.369
4 C -1.306 -2.443 0.035
5 C 0.220 2.224 -0.449
6 N -1.126 -0.970 0.233
7 N -0.561 1.116 0.116
8 O 1.672 -0.810 0.832
9 O 2.890 1.358 0.391
10 O 2.509 -0.417 -1.534
11 S 2.869 -0.183 0.274
12 H -2.601 -0.753 1.755
13 H -1.898 1.992 1.393
14 H 0.411 -0.482 -1.031
15 H -0.415 -2.951 -0.105
16 H -1.772 -2.951 0.896
17 H -1.793 -2.717 -0.916
18 H 1.301 2.141 0.033
19 H 0.426 1.886 -1.499
20 H -0.200 3.116 -0.207
21 H 3.188 0.114 -1.975

Atomic partial charges in e from the Löwdin method, atoms 1 to 5:
1 C -0.020
2 C -0.017
3 C -0.090
4 C 0.027
5 C 0.019

Tell me which of them is the least stable. Sure, it is entry i.